Record 1
C13H15ClN2O2PtSe as an isolated structure at a distorted geometry. Source: OMol25; level of theory: the ωB97M-V functional and the def2-TZVPD basis.

## Properties
energy above the lowest of the compared OMol25 structures with the same formula, charge and spin = 0.0 kJ/mol
multiplicity = 5
LUMO energy (spin up / spin down) = -6.4 / -9.9 eV
charge = +2
⟨S²⟩ = 6.0174
Kohn-Sham gap (spin up / spin down) = 7.59 / 5.75 eV
molecular weight = 540.77 g mol⁻¹
energy = -3744.61189 a.u.

Each line ends with the natural charge from an NBO analysis.
Atoms and positions in Å:
Cl: -1.836 -0.409 -0.814  -0.55
C: 1.594 -1.557 -3.574  -0.10
C: 2.311 -0.384 -3.179  -0.11
C: 1.444 0.730 -3.313  -0.09
H: 3.337 -0.359 -2.824  0.26
C: 0.181 0.267 -3.811  0.15
C: 0.282 -1.157 -3.947  -0.06
H: -0.542 -1.810 -4.232  0.27
H: 2.000 -2.568 -3.600  0.27
H: 1.691 1.777 -3.143  0.26
C: -1.020 1.089 -4.084  -0.69
Pt: 0.408 0.256 -0.270  0.43
C: 2.127 0.963 -0.208  0.43
C: 0.618 -1.603 0.075  0.45
O: 3.198 1.408 -0.165  -0.41
O: 0.714 -2.704 0.429  -0.39
H: -0.944 2.052 -3.566  0.25
H: -1.920 0.571 -3.728  0.28
H: -1.146 1.293 -5.160  0.29
C: -3.130 0.179 2.274  -0.43
N: -1.880 0.092 2.998  -0.29
C: -1.561 -0.857 3.958  -0.01
C: -0.237 -0.730 4.219  -0.02
N: 0.245 0.282 3.404  -0.31
C: 1.651 0.571 3.219  -0.42
C: -0.773 0.812 2.670  0.14
Se: -0.648 2.107 1.343  0.40
H: -3.354 1.229 2.068  0.24
H: -3.909 -0.286 2.885  0.25
H: -3.048 -0.342 1.311  0.26
H: -2.287 -1.548 4.345  0.27
H: 0.419 -1.268 4.878  0.27
H: 1.768 1.577 2.809  0.23
H: 2.141 0.489 4.196  0.26
H: 2.111 -0.160 2.539  0.22

Force components x, y, z for each atom (eV/Å):
0.2 0.5 -0.2
0.4 0.6 0.1
-0.3 -0.7 -0.2
-0.1 -0.1 -0.6
-0.2 0.0 -0.1
-0.1 -0.1 0.0
-0.1 0.1 0.2
0.3 0.2 0.0
-0.2 0.3 0.0
0.0 -0.3 0.0
0.0 0.1 0.3
-0.9 0.0 -0.3
4.1 2.3 -0.2
0.4 -5.0 1.9
-2.9 -1.5 0.1
-0.2 3.5 -1.4
0.0 -0.2 -0.2
0.2 0.1 -0.2
0.1 -0.1 0.2
-0.8 -0.1 -0.1
0.8 0.2 0.3
-0.1 0.6 -0.8
0.2 0.7 -0.7
-0.7 -0.2 -0.2
0.6 0.1 0.3
0.2 -1.6 1.1
-0.7 0.2 0.1
-0.1 -0.2 0.2
0.1 0.3 -0.2
0.0 0.1 0.4
-0.1 0.0 0.0
0.0 0.0 0.1
0.1 -0.2 0.2
0.0 0.2 -0.3
-0.2 0.2 0.2

***

Record 2
C13H15IN3O5PdSi as an isolated structure. Source: OMol25; level of theory: the ωB97M-V functional and the def2-TZVPD basis.

## Properties
energy above the lowest of the compared OMol25 structures with the same formula, charge and spin = 0.0 kJ/mol
multiplicity = 1
LUMO energy = 1.9 eV
charge = -1
Kohn-Sham gap = 6.60 eV
molecular weight = 554.69 g mol⁻¹
energy = -1760.08308 a.u.

Each line ends with the natural charge from an NBO analysis.
Atoms and positions in Å:
Pd: -0.986 -0.673 -0.630  0.45
O: -1.085 0.709 5.421  -0.67
C: -1.111 0.387 4.097  0.34
C: -1.124 -0.925 3.660  -0.33
C: -1.130 -1.175 2.300  0.14
N: -1.121 -0.180 1.406  -0.50
C: -1.155 1.098 1.821  0.14
C: -1.135 1.414 3.167  -0.30
C: -1.234 2.288 0.821  0.75
O: -0.955 3.387 1.305  -0.71
O: -1.643 2.038 -0.343  -0.82
C: -1.174 -2.659 1.826  0.73
O: -1.055 -3.483 2.743  -0.73
O: -1.329 -2.856 0.599  -0.76
H: -1.069 -0.108 5.930  0.48
H: -1.124 -1.779 4.326  0.25
H: -1.142 2.454 3.454  0.26
I: 0.215 0.207 -6.727  0.16
C: -0.385 0.357 -4.762  -0.32
C: -0.827 1.492 -4.113  -0.05
N: -1.120 1.134 -2.861  -0.32
N: -0.890 -0.172 -2.658  -0.29
C: -0.440 -0.663 -3.808  -0.05
H: -0.942 2.505 -4.456  0.23
H: -1.404 1.695 -2.020  0.50
H: -0.199 -1.708 -3.899  0.23
C: 1.812 1.171 -1.373  -1.16
Si: 1.239 -0.410 -0.512  1.53
C: 2.011 -1.891 -1.397  -1.15
C: 1.927 -0.391 1.242  -1.15
H: 2.883 1.320 -1.205  0.22
H: 1.277 2.036 -0.977  0.25
H: 1.651 1.124 -2.454  0.22
H: 3.101 -1.860 -1.304  0.22
H: 1.768 -1.896 -2.461  0.22
H: 1.652 -2.822 -0.956  0.25
H: 3.019 -0.341 1.202  0.22
H: 1.651 -1.296 1.785  0.25
H: 1.572 0.473 1.808  0.24

Force components x, y, z for each atom (eV/Å):
0.0 0.0 -0.1
0.0 0.0 0.0
0.0 0.0 0.0
0.0 0.0 0.0
0.0 0.0 0.0
-0.2 -0.2 0.1
0.1 0.1 0.0
0.0 0.0 0.0
-0.2 0.1 0.1
0.2 0.0 0.0
0.0 -0.2 -0.3
0.1 0.0 0.0
0.0 0.0 0.0
0.0 0.3 0.0
0.0 0.0 0.0
0.0 0.0 0.0
0.0 0.0 0.0
0.0 0.0 0.0
0.0 0.0 -0.1
0.0 0.1 0.0
-0.2 0.1 0.4
0.2 0.0 -0.1
-0.2 0.0 0.1
0.0 0.0 0.0
0.2 -0.1 -0.1
0.0 0.0 0.0
-0.1 -0.1 0.0
0.3 0.0 -0.1
-0.1 0.1 0.0
0.0 0.0 -0.1
0.0 0.0 0.0
0.0 0.0 0.0
0.0 0.0 0.0
0.0 0.0 0.0
0.0 0.0 0.0
0.0 0.0 0.0
0.0 0.0 0.0
0.0 0.0 0.0
0.0 0.0 0.0